Model one:
C3H4O3 | ωB97M-V with the def2-TZVPD basis set

Each atom is followed by the atoms it is bonded to, with distances in Å.
Cartesian coordinates (Å):
1 O -2.1217 -0.0405 0.3268  C2 1.363, H7 0.965
2 C -0.8141 -0.4238 0.2870  O1 1.363, C3 1.446, O4 1.456, H8 1.082
3 C 0.2790 0.5187 0.3791  C2 1.446, O4 1.384, O6 1.426, H9 1.091
4 O 0.0367 -0.3073 1.4627  C2 1.456, C3 1.384
5 C 1.4230 -0.6056 -1.2800  O6 1.310, H10 1.111
6 O 1.4760 0.3411 -0.3763  C3 1.426, C5 1.310
7 H -2.1794 0.9228 0.3003  O1 0.965
8 H -0.6743 -1.3700 -0.2190  C2 1.082
9 H 0.1422 1.5852 0.5615  C3 1.091
10 H 2.4134 -0.5148 -1.7761  C5 1.111

Calculated values
total charge: 0
HOMO: -9.11 eV

=====

Model two:
C3H4O3 | ωB97M-V with the def2-TZVPD basis set

Each atom is followed by the atoms it is bonded to, with distances in Å.
Cartesian coordinates (Å):
1 O -1.5961 0.9714 -2.1961  C2 1.135
2 C -0.7389 0.6552 -1.5223  O1 1.135
3 O -0.4440 -2.1829 -1.3271  C4 1.205
4 C 0.3841 -2.0885 -0.4574  O3 1.205, H7 1.107, H8 1.108
5 C 0.1937 1.6818 1.3832  O6 1.204, H9 1.108, H10 1.107
6 O -0.3923 2.4868 0.7062  C5 1.204
7 H 0.6880 -2.9570 0.1577  C4 1.107
8 H 0.8787 -1.1248 -0.2264  C4 1.108
9 H 0.0219 0.5916 1.2812  C5 1.108
10 H 0.9399 1.9852 2.1424  C5 1.107

Calculated values
total charge: 0
HOMO: -10.37 eV

=====

Model three:
C3H4O3 | ωB97M-V with the def2-TZVPD basis set

Each atom is followed by the atoms it is bonded to, with distances in Å.
Cartesian coordinates (Å):
1 O 1.7581 -1.4618 0.2100  C2 1.194
2 C 1.0615 -0.5098 0.0273  O1 1.194, O3 1.351, C5 1.628
3 O 1.1107 0.6779 0.6703  C2 1.351, C4 1.444
4 C -0.1034 1.1806 0.0722  O3 1.444, C5 1.511, H7 1.088, H8 1.099
5 C -0.4352 -0.1711 -0.5160  C2 1.628, C4 1.511, O6 1.431, H9 1.116
6 O -0.8998 -1.0722 0.4935  C5 1.431, H10 0.974
7 H -0.7900 1.5536 0.8286  C4 1.088
8 H 0.1346 1.9630 -0.6622  C4 1.099
9 H -1.1981 -0.1606 -1.3299  C5 1.116
10 H -0.6023 -1.9317 0.1458  O6 0.974

Calculated values
total charge: 0
SMILES: O=C1OC[C@@H]1O
HOMO: -10.32 eV

=====

Model four:
C3H4O3 | ωB97M-V with the def2-TZVPD basis set

Each atom is followed by the atoms it is bonded to, with distances in Å.
Cartesian coordinates (Å):
1 O -0.8618 1.9964 0.4710  C2 1.202
2 C -0.0004 1.1965 0.2206  O1 1.202, C3 1.523, H7 1.113
3 C -0.2349 -0.1306 -0.4882  C2 1.523, O4 1.409, C5 1.539, H8 1.096
4 O 0.8505 -0.4832 -1.3138  C3 1.409, H9 0.966
5 C -0.3630 -1.1262 0.6789  C3 1.539, O6 1.205, H10 1.106
6 O 0.5013 -1.1995 1.5160  C5 1.205
7 H 1.0553 1.3291 0.5479  C2 1.113
8 H -1.1615 -0.0851 -1.0717  C3 1.096
9 H 1.5030 0.2297 -1.3185  O4 0.966
10 H -1.2884 -1.7273 0.7576  C5 1.106

Calculated values
total charge: 0
SMILES: O=CC(O)C=O
HOMO: -10.13 eV

=====

Most favorable first, least favorable last: model four, model three, model two, model one

=====

Model one:
HN5OS | ωB97M-V with the def2-TZVPD basis set

Each atom is followed by the atoms it is bonded to, with distances in Å.
Cartesian coordinates (Å):
1 N -1.5788 0.8345 1.6884  N4 1.119
2 N -1.3559 -1.1030 -0.2183  N3 1.180, N5 1.203
3 N -1.1406 -2.1340 0.3142  N2 1.180
4 N -1.6159 1.9482 1.5857  N1 1.119, O6 1.177
5 N -1.9454 -0.0985 -0.5187  N2 1.203, S7 1.664
6 O -1.6581 3.1179 1.4626  N4 1.177
7 S -2.1937 1.0380 -1.7091  N5 1.664
8 H 11.4884 -3.6031 -2.6049  no bonds

Calculated values
total charge: -2
HOMO: 1.67 eV

=====

Model two:
HN5OS | ωB97M-V with the def2-TZVPD basis set

Each atom is followed by the atoms it is bonded to, with distances in Å.
Cartesian coordinates (Å):
1 N 2.3384 -0.0267 0.8408  N4 1.296, N5 1.267
2 N 2.1276 0.8027 -1.9866  N3 1.173
3 N 2.3165 1.3882 -0.9883  N2 1.173, N4 1.341
4 N 2.3569 1.1661 0.3339  N1 1.296, N3 1.341, O6 1.282
5 N 2.2953 -1.0699 0.1226  N1 1.267, S7 1.628
6 O 2.3549 2.1803 1.1187  N4 1.282
7 S 2.2804 -2.6310 0.5839  N5 1.628
8 H -16.0700 -1.8097 -0.0249  no bonds

Calculated values
total charge: -2
HOMO (alpha / beta): 1.43 / 1.43 eV

=====

Most favorable first, least favorable last: model one, model two

=====

Model one:
C6H10N3O2 | ωB97M-V with the def2-TZVPD basis set

Each atom is followed by the atoms it is bonded to, with distances in Å.
Cartesian coordinates (Å):
1 C -3.0932 -1.8241 0.6788  C2 1.550, H12 1.148, H13 1.101, H14 1.091
2 C -2.7580 -0.9187 -0.5343  C1 1.550, C3 1.617, H15 1.135, H16 1.074
3 C -1.6789 0.2137 -0.1259  C2 1.617, C4 1.457, H17 1.148, H18 1.138
4 C -0.3012 -0.2549 -0.0543  C3 1.457, O5 1.159, O6 1.583
5 O 0.1645 -1.2847 0.2041  C4 1.159
6 O 0.7541 0.9153 -0.2004  C4 1.583, C7 1.311
7 C 2.0550 0.9118 -0.0345  O6 1.311, C8 1.542, N9 1.331
8 C 2.8286 2.1904 -0.4142  C7 1.542, H19 1.048, H20 1.132, H21 1.121
9 N 2.8404 -0.0706 0.4019  C7 1.331, N10 1.197
10 N 4.0120 -0.3157 0.3842  N9 1.197, N11 1.099
11 N 5.0588 -0.6439 0.3219  N10 1.099
12 H -2.1228 -2.1647 1.1886  C1 1.148
13 H -3.3958 -1.1070 1.4576  C1 1.101
14 H -3.7761 -2.6643 0.5410  C1 1.091
15 H -3.6324 -0.3216 -0.9438  C2 1.135
16 H -2.4535 -1.3888 -1.4502  C2 1.074
17 H -1.7438 0.4900 0.9867  C3 1.148
18 H -1.7317 1.0968 -0.8421  C3 1.138
19 H 2.1968 2.9316 -0.0261  C8 1.048
20 H 2.9402 2.2840 -1.5366  C8 1.132
21 H 3.8371 1.9254 -0.0023  C8 1.121

Calculated values
total charge: +1
SMILES: CCCC(=O)O/C(C)=N/[N+]#N
HOMO: -14.65 eV

=====

Model two:
C6H10N3O2 | ωB97M-V with the def2-TZVPD basis set

Each atom is followed by the atoms it is bonded to, with distances in Å.
Cartesian coordinates (Å):
1 N 1.6781 -1.1495 1.4380  C2 1.389, H12 1.008, H13 1.010
2 C 2.4080 -0.3806 0.5407  N1 1.389, O3 1.198, C4 1.510
3 O 3.3468 0.2658 0.9080  C2 1.198
4 C 1.9913 -0.3215 -0.9099  C2 1.510, C5 1.546, H14 1.085, H15 1.079
5 C 0.8937 0.7558 -1.0722  C4 1.546, C6 1.491, H16 1.085, H17 1.084
6 C -0.4527 0.3072 -0.6149  C5 1.491, C7 1.350, N11 1.402
7 C -1.2969 -0.6497 -1.0557  C6 1.350, N8 1.397, H18 1.070
8 N -2.4374 -0.6050 -0.2505  C7 1.397, C9 1.319, H19 1.008
9 C -2.2772 0.3413 0.6541  N8 1.319, O10 1.325, N11 1.332
10 O -3.1454 0.6718 1.5993  C9 1.325, H20 0.967
11 N -1.0880 0.9148 0.4770  C6 1.402, C9 1.332, H21 1.007
12 H 1.3804 -0.6512 2.2620  N1 1.008
13 H 0.9424 -1.7042 1.0248  N1 1.010
14 H 1.5938 -1.2591 -1.2847  C4 1.085
15 H 2.8476 0.0153 -1.4729  C4 1.079
16 H 1.1455 1.6486 -0.5095  C5 1.085
17 H 0.8348 1.0441 -2.1160  C5 1.084
18 H -1.1498 -1.3316 -1.8664  C7 1.070
19 H -3.2535 -1.1908 -0.3328  N8 1.008
20 H -3.2970 1.6266 1.5643  O10 0.967
21 H -0.6646 1.6519 1.0173  N11 1.007

Calculated values
total charge: +1
SMILES: NC(=O)CCc1c[nH]c(O)[nH+]1
HOMO: -13.03 eV

=====

Most favorable first, least favorable last: model two, model one

=====

Model one:
C6H16N3 | ωB97M-V with the def2-TZVPD basis set

Each atom is followed by the atoms it is bonded to, with distances in Å.
Cartesian coordinates (Å):
1 C -1.0373 -2.1632 0.6365  C2 1.308, N7 1.199
2 C -0.0677 -2.9307 0.2118  C1 1.308, H10 1.060, H12 1.060
3 C -3.0820 -0.9542 1.2256  N7 1.399, H13 1.144, H14 1.093, H15 1.113
4 C -0.1733 0.7736 -1.2038  N9 1.471, H16 1.134, H17 1.144, H18 1.101
5 C 1.8792 2.2737 -0.9754  N9 1.497, H19 1.112, H20 1.050, H21 1.135
6 C 1.6511 -0.0970 -0.1786  N9 1.424, H22 1.154, H23 1.060, H24 1.145
7 N -1.7331 -1.2766 1.0446  C1 1.199, C3 1.399
8 N 0.4189 1.6236 0.7928  N9 1.464, H11 1.063, H25 0.997
9 N 1.0313 1.1562 -0.4516  C4 1.471, C5 1.497, C6 1.424, N8 1.464
10 H 0.2489 -3.1711 -0.7706  C2 1.060
11 H -0.2436 0.9756 1.3140  N8 1.063
12 H 0.3523 -3.2892 1.1164  C2 1.060
13 H -3.5355 -0.6650 0.2159  C3 1.144
14 H -3.2787 -0.1890 1.9815  C3 1.093
15 H -3.7590 -1.8100 1.4445  C3 1.113
16 H -0.7108 -0.0439 -0.6312  C4 1.134
17 H -0.9357 1.5578 -1.5406  C4 1.144
18 H 0.0672 0.2391 -2.1353  C4 1.101
19 H 2.7113 2.4189 -0.2518  C5 1.112
20 H 2.2656 2.1456 -1.9428  C5 1.050
21 H 1.1912 3.1725 -1.0618  C5 1.135
22 H 1.0682 -0.7062 0.6086  C6 1.154
23 H 1.7467 -0.7147 -1.0352  C6 1.060
24 H 2.7416 0.0047 0.1548  C6 1.145
25 H 1.1832 1.6693 1.4319  N8 0.997

Calculated values
total charge: +1
HOMO: -11.97 eV

=====

Model two:
C6H16N3 | ωB97M-V with the def2-TZVPD basis set

Each atom is followed by the atoms it is bonded to, with distances in Å.
Cartesian coordinates (Å):
1 C -2.4934 1.6187 0.5991  C5 1.497, H10 1.104, H11 1.098, H12 1.112
2 C 1.7320 1.0200 0.4390  C6 1.560, H13 1.142, H14 1.153, H15 1.140
3 C 1.3333 -1.3560 1.0051  C6 1.541, H16 1.157, H17 1.124, H18 1.113
4 C 1.1253 -0.8020 -1.4077  C6 1.648, H19 1.137, H20 1.142, H21 1.104
5 C -1.0725 1.3643 0.2039  C1 1.497, N9 1.387, H22 1.241, H23 1.016
6 C 0.8344 -0.2104 0.1030  C2 1.560, C3 1.541, C4 1.648, N9 1.420
7 N -1.5087 -1.0210 -0.8056  N8 1.223
8 N -2.1541 -1.8129 -0.1325  N7 1.223, H24 1.112, H25 1.022
9 N -0.4940 0.1322 0.4688  C5 1.387, C6 1.420
10 H -3.0785 0.9936 -0.0977  C1 1.104
11 H -2.7462 1.3324 1.6288  C1 1.098
12 H -2.6570 2.6868 0.3359  C1 1.112
13 H 2.7254 0.4662 0.3412  C2 1.142
14 H 1.5785 1.9327 -0.2486  C2 1.153
15 H 1.5030 1.1302 1.5499  C2 1.140
16 H 2.2812 -1.8446 0.5572  C3 1.157
17 H 0.6961 -2.2701 1.1532  C3 1.124
18 H 1.5680 -1.0627 2.0531  C3 1.113
19 H 0.5161 -0.1401 -2.1027  C4 1.137
20 H 2.2269 -0.9512 -1.6678  C4 1.142
21 H 0.4806 -1.6987 -1.4177  C4 1.104
22 H -0.4213 2.0417 1.0148  C5 1.241
23 H -0.8254 1.7899 -0.6844  C5 1.016
24 H -1.8638 -2.3723 0.7841  N8 1.112
25 H -3.0246 -2.2654 -0.4205  N8 1.022

Calculated values
total charge: +1
HOMO (alpha / beta): -13.82 / -13.82 eV

=====

Most favorable first, least favorable last: model one, model two